Entry 1:
Computed, not measured: an isolated molecule of C3H2BrNO2 at a distorted geometry, with ωB97M-V with the def2-TZVPD basis set.

CARTESIAN COORDINATES (ANGSTROEM)
O1 -1.10 0.00 -1.70
C1 0.09 0.02 -1.50
N1 0.54 -0.25 -0.22
C2 0.75 0.53 0.87
O2 1.62 1.18 1.38
C3 -0.54 -0.21 0.81
Br1 -0.91 -1.87 1.92
H1 0.98 0.34 -2.07
H2 -1.44 0.26 0.51

strongest force on any atom	2.463	eV Å⁻¹
gap between HOMO and LUMO	9.9617	eV
relative energy (zero: lowest compared OMol25 entry of this formula, charge and spin)	151.31	kJ/mol



Entry 2:
Computed, not measured: an isolated molecule of C3H9O3PS at a distorted geometry, with ωB97M-V with the def2-TZVPD basis set.

CARTESIAN COORDINATES (ANGSTROEM)
C1 2.49 -0.53 1.05
S1 1.59 -0.93 -0.57
P1 -0.24 -0.16 -0.18
O1 -0.41 0.44 1.71
C2 -0.82 1.29 -1.17
O2 -0.07 2.44 -0.82
C3 -1.47 -1.52 -0.47
O3 -2.57 -1.16 0.23
H1 3.26 0.27 0.99
H2 2.99 -1.51 1.06
H3 1.65 -0.23 1.83
H4 -1.85 1.49 -1.13
H5 -0.68 1.30 -2.28
H6 0.01 2.39 0.15
H7 -1.10 -2.45 -0.09
H8 -1.94 -1.87 -1.51
H9 -2.16 -0.96 1.16

strongest force on any atom	6.840	eV Å⁻¹
gap between HOMO and LUMO	9.4500	eV
relative energy (zero: lowest compared OMol25 entry of this formula, charge and spin)	549.35	kJ/mol



Entry 3:
Computed, not measured: a structure of composition C23H31BeF5NOPSTe, with ωB97M-V with the def2-TZVPD basis set.

CARTESIAN COORDINATES (ANGSTROEM)
Be1 -1.23 0.41 1.40
C1 4.66 1.12 -3.91
C2 3.62 0.00 -3.79
C3 2.27 0.51 -4.32
C4 4.05 -1.18 -4.66
C5 3.52 -0.39 -2.32
C6 4.40 -1.34 -1.76
C7 4.36 -1.68 -0.43
C8 3.42 -1.05 0.38
S1 3.04 -1.36 2.04
C9 1.80 -0.17 2.00
N1 1.70 0.44 0.85
C10 2.57 -0.08 -0.13
C11 2.60 0.23 -1.49
C12 0.91 -0.07 3.17
C13 1.49 -0.16 4.44
C14 0.69 -0.19 5.56
C15 -0.69 -0.15 5.40
C16 -1.25 -0.06 4.13
C17 -0.48 -0.02 2.96
H1 4.78 1.42 -4.96
H2 5.63 0.80 -3.53
H3 4.35 2.00 -3.34
H4 2.35 0.69 -5.40
H5 1.98 1.46 -3.86
H6 1.48 -0.21 -4.15
H7 4.03 -0.89 -5.71
H8 3.39 -2.04 -4.53
H9 5.07 -1.51 -4.44
H10 5.13 -1.82 -2.39
H11 5.02 -2.43 -0.03
H12 1.91 0.95 -1.89
H13 2.57 -0.18 4.55
H14 1.13 -0.24 6.55
H15 -1.34 -0.18 6.27
H16 -2.33 -0.02 4.06
C18 -6.05 -0.37 2.16
C19 -4.59 -0.11 2.50
P1 -3.41 -0.11 1.08
C20 -3.70 -1.76 0.33
C21 -2.52 -2.34 -0.45
C22 -4.18 1.07 -0.10
C23 -3.36 1.26 -1.37
H17 -6.65 -0.41 3.07
H18 -6.18 -1.32 1.64
H19 -6.46 0.42 1.53
H20 -4.21 -0.86 3.19
H21 -4.47 0.85 3.00
H22 -4.59 -1.70 -0.30
H23 -3.96 -2.43 1.16
H24 -2.23 -1.70 -1.28
H25 -2.78 -3.32 -0.84
H26 -1.64 -2.44 0.19
H27 -4.29 2.02 0.44
H28 -5.19 0.72 -0.34
H29 -2.38 1.68 -1.15
H30 -3.88 1.93 -2.05
H31 -3.20 0.31 -1.89
F1 2.33 2.71 -0.21
Te1 0.64 2.32 0.51
F2 0.19 2.10 -1.28
F3 0.30 4.13 0.28
F4 1.46 2.77 2.14
F5 -0.65 -0.06 0.05
O1 -1.00 2.06 1.28

strongest force on any atom	0.884	eV Å⁻¹
gap between HOMO and LUMO	7.9668	eV
relative energy (zero: lowest compared OMol25 entry of this formula, charge and spin)	195.19	kJ/mol